The following is a quantum chemistry calculation of the molecule C3H5NO2S in a non-equilibrium geometry, from the OMol25 dataset.

Output
Highest occupied orbital energy = -0.34004 hartree
Lowest unoccupied orbital energy = -0.027 Ha
Frontier orbital gap = 8.523 eV
SMILES string = CO/C(C=O)=N/S
ΔE to the lowest compared entry with this formula, charge and spin = 115.4 kcal/mol
Strongest force on any atom = 0.1602 Eh/bohr

Last column: natural (NBO) charge in e.
Positions of all 12 atoms, in Å:
1 C 1.2670 0.5363 1.2649  -0.265
2 O 1.2342 -0.1933 0.0925  -0.510
3 C -0.1652 -0.4781 -0.1482  0.406
4 C -0.0446 -1.2184 -1.4530  0.314
5 O -1.0592 -2.0395 -1.8163  -0.502
6 N -0.9964 0.2620 0.2948  -0.576
7 S -2.5046 0.2887 -0.4104  0.225
8 H 2.4613 0.7849 1.0983  0.189
9 H 0.8918 1.4651 1.0863  0.181
10 H 0.9102 0.0340 2.2371  0.201
11 H 1.0184 -1.1295 -2.1201  0.204
12 H -3.0131 1.6878 -0.1259  0.134